No. 1
This record from OMol25 describes a molecular structure, C28H32BrInN3O2S4 at a distorted geometry. The level of theory is ωB97M-V/def2-TZVPD.

As for the total energy: -5757.89254 a.u. The calculation puts the energy above the lowest of the compared OMol25 structures with the same formula, charge and spin at 0.0 kcal per mole. The value obtained for the HOMO energy is -4.7 eV. The strongest force on any atom comes out at 2.60 eV/A.

```
! wB97M-V def2-TZVPD RIJCOSX def2/J DEFGRID3
* xyz -1 1
In 10.445 -12.831 -14.585
O 6.625 -15.562 -12.788
C 7.561 -16.498 -12.504
C 7.047 -17.758 -12.198
C 7.966 -18.768 -11.976
C 9.342 -18.565 -11.923
C 9.792 -17.298 -12.091
C 8.964 -16.245 -12.416
C 9.618 -14.878 -12.690
O 9.224 -14.267 -13.862
N 9.311 -13.967 -11.535
N 8.030 -13.562 -11.456
C 7.544 -12.995 -10.434
C 6.083 -12.726 -10.420
Br 5.118 -12.644 -12.067
C 5.322 -12.475 -9.306
C 5.797 -12.348 -7.914
C 4.979 -12.811 -6.878
C 5.359 -12.696 -5.540
C 6.599 -12.122 -5.258
C 7.389 -11.651 -6.266
C 6.997 -11.728 -7.578
H 6.998 -14.685 -12.986
H 6.013 -17.851 -12.111
H 7.553 -19.774 -11.709
H 10.002 -19.438 -11.801
H 10.869 -17.051 -12.148
H 10.710 -15.022 -12.602
H 9.789 -14.112 -10.662
H 8.158 -12.923 -9.498
H 4.302 -12.265 -9.455
H 4.128 -13.463 -7.123
H 4.683 -13.040 -4.798
H 6.981 -12.227 -4.252
H 8.301 -11.144 -6.002
H 7.667 -11.346 -8.309
S 9.901 -11.886 -16.948
S 8.543 -10.417 -16.127
S 9.729 -9.516 -14.676
S 9.579 -10.933 -13.158
C 14.430 -14.351 -19.281
C 13.335 -14.634 -18.226
C 12.342 -15.579 -18.534
C 11.270 -15.800 -17.676
C 10.257 -16.915 -17.899
C 11.284 -15.133 -16.445
C 12.356 -14.337 -15.997
C 13.405 -14.092 -16.933
N 12.283 -13.766 -14.739
C 13.476 -13.237 -14.052
C 13.001 -13.127 -12.602
C 14.704 -14.171 -14.060
C 13.885 -11.818 -14.448
H 14.912 -13.435 -18.971
H 13.963 -14.230 -20.234
H 15.168 -15.133 -19.184
H 12.307 -16.094 -19.503
H 9.237 -16.617 -17.672
H 10.485 -17.729 -17.216
H 10.398 -17.285 -18.934
H 10.473 -15.249 -15.751
H 14.120 -13.280 -16.753
H 12.929 -14.198 -12.211
H 11.990 -12.645 -12.560
H 13.654 -12.586 -11.900
H 14.447 -15.232 -13.902
H 15.354 -13.864 -13.245
H 15.274 -14.174 -14.983
H 13.326 -10.990 -14.042
H 13.921 -11.751 -15.539
H 14.865 -11.631 -14.002
*
```

---

No. 2
This record from OMol25 describes a single C7H15N molecule at a distorted geometry. The level of theory is ωB97M-V/def2-TZVPD.

The SMILES is C=CC[C@@H](C)NCC. As for the total energy: -330.39917 a.u. The calculation puts the energy above the lowest of the compared OMol25 structures with the same formula, charge and spin at 43.1 kcal per mole. The value obtained for the HOMO energy is -8.2 eV. The strongest force on any atom comes out at 3.20 eV/A.

```
! wB97M-V def2-TZVPD RIJCOSX def2/J DEFGRID3
* xyz 0 1
C 1.358 -0.367 -1.722
N -0.075 -0.520 -1.475
C -0.668 -0.774 -0.139
C -0.259 0.372 0.783
C -0.351 -0.049 2.261
C -0.003 0.628 3.347
C -2.142 -0.943 -0.425
C 1.903 1.074 -1.631
H 1.519 -0.795 -2.717
H 1.852 -1.065 -1.057
H -0.660 0.004 -2.095
H -0.236 -1.734 0.200
H 0.687 0.871 0.665
H -1.082 1.089 0.769
H -0.977 -0.947 2.346
H 0.652 1.494 3.370
H -0.102 0.094 4.283
H -2.465 -0.113 -1.086
H -2.265 -1.759 -1.147
H -2.817 -0.825 0.424
H 2.672 1.249 -0.879
H 2.400 1.267 -2.588
H 1.059 1.750 -1.486
*
```

---

No. 3
This record from OMol25 describes a molecular structure, C7H6Cl2N2O3STbY at a distorted geometry. The level of theory is ωB97M-V/def2-TZVPD.

As for the total energy: -2785.33459 a.u. The calculation puts the energy above the lowest of the compared OMol25 structures with the same formula, charge and spin at 0.0 kcal per mole. The value obtained for the HOMO energy (alpha / beta) is -21.4 / -21.4 eV. Its expectation value of S² is 12.706. The strongest force on any atom comes out at 8.11 eV/A.

```
! wB97M-V def2-TZVPD RIJCOSX def2/J DEFGRID3
* xyz 4 7
Y -0.572 2.950 -3.003
Tb 0.415 -0.985 0.021
Cl 0.256 3.931 -0.884
Cl 0.021 -1.955 -2.176
C -1.029 -2.605 1.178
C -2.151 4.441 -2.387
C -2.599 1.883 -2.596
O -1.727 -3.393 1.649
O -2.983 5.130 -2.008
O -3.696 1.586 -2.374
C 4.195 -0.507 2.790
N 3.242 -1.505 2.300
C 2.780 -2.623 2.974
C 1.939 -3.299 2.194
N 1.840 -2.561 1.006
C 2.750 -1.462 1.060
S 2.914 -0.173 -0.078
H 5.015 -0.385 2.076
H 3.708 0.462 2.942
H 4.580 -0.870 3.741
H 3.097 -2.802 3.974
H 1.270 -4.125 2.367
H 1.588 -2.998 0.106
*
```

---

No. 4
This record from OMol25 describes a single C11H15NS molecule at a distorted geometry. The level of theory is ωB97M-V/def2-TZVPD.

The SMILES is CN1CC=C(Cc2ccsc2)CC1. As for the total energy: -881.05979 a.u. The calculation puts the energy above the lowest of the compared OMol25 structures with the same formula, charge and spin at 25.3 kcal per mole. The value obtained for the HOMO energy is -8.4 eV. The strongest force on any atom comes out at 1.53 eV/A.

```
! wB97M-V def2-TZVPD RIJCOSX def2/J DEFGRID3
* xyz 0 1
C 0.634 1.784 -2.525
C -1.323 0.365 -2.397
C -1.634 0.622 -0.906
C -0.656 -0.104 -0.001
C -1.073 -0.181 1.448
C -0.027 -0.702 2.400
C 1.165 0.029 2.761
C 1.969 -0.661 3.628
C -0.079 -1.928 3.019
C 0.460 -0.647 -0.492
C 0.835 -0.560 -1.956
H 0.021 2.489 -3.124
H 0.661 2.118 -1.480
H 1.657 1.798 -2.950
H -1.646 -0.664 -2.646
H -1.883 1.088 -3.045
H -2.677 0.297 -0.683
H -1.572 1.695 -0.690
H -1.993 -0.826 1.532
H -1.370 0.846 1.769
H 1.428 0.998 2.381
H 2.899 -0.332 4.052
H -0.868 -2.677 2.936
H 1.126 -1.198 0.166
H 1.878 -0.331 -2.042
H 0.668 -1.571 -2.473
N 0.101 0.441 -2.715
S 1.297 -2.187 4.033
*
```

---

No. 5
This record from OMol25 describes a single C2H4F2N2O molecule at a distorted geometry. The level of theory is ωB97M-V/def2-TZVPD.

The SMILES is [H]/N=C(\NO)C(F)F. As for the total energy: -463.02718 a.u. The calculation puts the energy above the lowest of the compared OMol25 structures with the same formula, charge and spin at 24.2 kcal per mole. The value obtained for the HOMO energy is -10.2 eV. The strongest force on any atom comes out at 1.52 eV/A.

```
! wB97M-V def2-TZVPD RIJCOSX def2/J DEFGRID3
* xyz 0 1
C -0.302 -0.245 0.122
C -0.415 0.654 1.293
H 0.622 -0.374 -2.334
H 1.434 0.692 -0.595
H -1.064 -1.563 -1.025
H -1.443 0.683 1.674
N 0.982 -0.206 -0.462
N -1.302 -0.941 -0.240
O 1.053 -0.897 -1.674
F 0.479 0.252 2.264
F -0.045 1.944 0.976
*
```

---

No. 6
This record from OMol25 describes a single C9H10OSe molecule at a distorted geometry. The level of theory is ωB97M-V/def2-TZVPD.

As for the total energy: -2825.44935 a.u. The calculation puts the energy above the lowest of the compared OMol25 structures with the same formula, charge and spin at 74.9 kcal per mole. The value obtained for the HOMO energy (alpha / beta) is -7.0 / -7.0 eV. The strongest force on any atom comes out at 4.00 eV/A.

```
! wB97M-V def2-TZVPD RIJCOSX def2/J DEFGRID3
* xyz 0 1
C 0.447 -2.497 -0.320
C -0.786 -3.012 -0.079
C 0.632 -1.179 -0.631
C -1.918 -2.154 -0.033
C -0.453 -0.341 -0.601
C -1.764 -0.782 -0.191
C -0.220 1.080 -1.027
C -0.169 1.915 0.171
C 1.036 2.047 0.947
O -1.228 1.558 -1.942
Se -3.284 0.215 0.156
H 1.288 -3.155 -0.310
H -0.931 -4.101 -0.258
H 1.645 -0.855 -0.795
H -2.963 -2.545 0.037
H 0.792 1.248 -1.632
H -1.236 2.173 0.544
H 1.495 1.109 0.949
H 0.965 2.311 2.089
H 1.599 2.819 0.525
H -2.151 1.682 -1.521
*
```